65
Properties=species:S:1:pos:R:3 method="wB97M-V/def2-TZVPD" total_charge=+2 e_lumo_ha="-0.2564 / -0.2551" homo_lumo_gap_ev="6.1228 / 5.4033" spin_multiplicity=2 relative_energy_ev=0.0308
Mn -0.8663 -0.3090 -0.7788
C -2.1883 3.4673 0.6819
C -1.8406 2.2735 -0.1403
N -1.4000 1.1378 0.3922
N -1.2309 1.0887 1.7604
C -0.8061 -0.0122 2.3298
N -0.5804 -0.1047 3.6279
S -0.4830 -1.4316 1.3059
C -1.8744 2.2233 -1.5738
C -2.2627 3.2863 -2.3985
C -2.1994 3.1395 -3.7651
C -1.7476 1.9335 -4.3057
C -1.3916 0.9195 -3.4480
N -1.4565 1.0393 -2.1121
H -2.9079 3.2303 1.4696
H -2.6273 4.2507 0.0740
H -1.2875 3.8920 1.1414
H -1.3002 1.9548 2.2843
H -0.7561 0.6576 4.2663
H -0.2703 -0.9838 4.0173
H -2.6004 4.2177 -1.9700
H -2.4911 3.9546 -4.4130
H -1.6719 1.7886 -5.3734
H -1.0284 -0.0306 -3.8177
C -3.0429 -2.3738 -3.7103
C -2.6992 -2.0186 -2.2808
O -1.2709 -1.9310 -2.0228
C -0.6022 -3.2113 -2.1826
C 0.8370 -3.1303 -1.7516
H -4.1217 -2.2830 -3.8377
H -2.7725 -3.3970 -3.9625
H -2.5623 -1.6958 -4.4153
H -3.1202 -2.7493 -1.5828
H -3.0995 -1.0335 -2.0296
H -0.6659 -3.4822 -3.2352
H -1.1568 -3.9514 -1.5976
H 1.3778 -2.3666 -2.3086
H 1.3111 -4.0907 -1.9533
H 0.9363 -2.9334 -0.6826
Te -2.3322 -2.8898 1.9355
C -1.4961 -3.5196 3.7435
C -1.9814 -2.9606 4.9268
C -1.4581 -3.3838 6.1413
C -0.4605 -4.3487 6.1666
C 0.0143 -4.9053 4.9846
C -0.5059 -4.5004 3.7655
H -2.7720 -2.2210 4.9042
H -1.8395 -2.9684 7.0643
H -0.0581 -4.6801 7.1143
H 0.7816 -5.6669 5.0145
H -0.1506 -4.9481 2.8467
Cl 1.9267 5.1831 2.1635
C 1.7692 3.7407 1.2280
C 1.4104 3.8250 -0.1131
C 1.2484 2.6664 -0.8509
C 1.4328 1.4066 -0.2702
C 1.1239 0.1685 -0.9987
C 1.8567 1.3549 1.0630
C 2.0230 2.5071 1.8141
H 1.2733 4.7967 -0.5690
H 0.9800 2.7378 -1.8988
H 1.6742 -0.6958 -0.6273
H 1.2435 0.2551 -2.0808
H 2.0848 0.3921 1.5107
H 2.3716 2.4616 2.8376



35
Properties=species:S:1:pos:R:3 method="wB97M-V/def2-TZVPD" total_charge=0 e_lumo_ha=-0.0405 homo_lumo_gap_ev=8.0695 smiles="CCOCCOCc1ccc2c(c1)C(=O)C=CC2=O" relative_energy_ev=7.9860
C 0.0976 1.7293 -6.2160
C -0.9951 1.7761 -5.0122
O -0.8794 0.5046 -4.3069
C -2.0890 0.2527 -3.5245
C -1.9841 0.7950 -2.0165
O -1.5401 -0.2375 -1.0694
C -0.5836 0.4399 -0.2173
C -0.1369 -0.3902 1.0655
C -0.1597 -1.9291 1.1990
C 0.3130 -2.7113 2.4803
C 0.8480 -1.8735 3.6717
C 0.9056 -0.2991 3.5845
C 0.4176 0.4097 2.3064
C 1.5244 0.4655 4.8644
O 1.1061 1.5683 5.2891
C 2.7202 -0.3398 5.5963
C 2.6723 -1.7698 5.6727
C 1.4054 -2.5424 5.0316
O 0.8748 -3.5471 5.5588
H 0.2447 2.7920 -6.6400
H 1.0988 1.3698 -5.7906
H -0.2387 1.0100 -7.0561
H -0.7222 2.6660 -4.3308
H -2.0266 1.9534 -5.4705
H -2.2549 -0.8900 -3.4741
H -3.0271 0.6883 -4.0420
H -3.0011 1.2431 -1.6920
H -1.2293 1.6728 -2.0458
H 0.3285 0.7354 -0.8452
H -1.0935 1.4125 0.1517
H -0.5146 -2.5893 0.3351
H 0.2912 -3.8428 2.5735
H 0.4598 1.5456 2.1878
H 3.6207 0.2473 6.0110
H 3.5471 -2.3154 6.1705



18
Properties=species:S:1:pos:R:3 method="wB97M-V/def2-TZVPD" total_charge=0 e_lumo_ha="-0.0150 / 0.0005" homo_lumo_gap_ev="7.5592 / 8.0190" relative_energy_ev=3.2379
C 1.3121 -0.2667 1.0419
C -0.1055 -0.7803 0.5581
C 2.0925 0.6386 0.0437
C -1.2079 0.1540 0.4396
C -2.1399 -0.0701 -0.6980
O 1.1620 3.2518 -0.8030
P 0.7418 1.8570 -0.6469
H 1.1134 0.3265 1.9152
H 2.0132 -1.0385 1.2904
H 0.0684 -1.2434 -0.3743
H -0.6259 -1.7312 1.0493
H 2.8728 1.1024 0.4313
H 2.5115 0.1863 -0.8121
H -1.4449 0.5162 1.4799
H -2.6774 -1.0301 -0.6769
H -1.5805 -0.1694 -1.6457
H -2.9881 0.6934 -0.9034
H 0.4143 1.3466 -1.9940



164
Properties=species:S:1:pos:R:3 method="wB97M-V/def2-TZVPD" total_charge=0 e_lumo_ha=-0.0396 homo_lumo_gap_ev=8.9951 smiles="O=[N+]([O-])c1ccccc1.O=S1(=O)CCCC1.O=S1(=O)CCCC1.O=S1(=O)CCCC1.O=S1(=O)CCCC1.O=S1(=O)CCCC1.O=S1(=O)CCCC1.O=S1(=O)CCCC1.O=S1(=O)CCCC1.O=S1(=O)CCCC1.O=S1(=O)CCCC1"
O -3.2650 0.0551 0.2818
N -2.3074 0.7942 0.1400
O -2.3869 1.9910 -0.1047
C -0.9795 0.1697 0.1702
C -0.9204 -1.2089 0.1981
C 0.3034 -1.8508 0.1420
C 1.4600 -1.0834 0.0091
C 1.3767 0.3053 0.0049
C 0.1600 0.9511 0.0997
H -1.7809 -1.8286 0.4037
H 0.3261 -2.9278 0.1533
H 2.4537 -1.5168 0.0728
H 2.2401 0.9218 -0.2090
H 0.1393 2.0317 0.0714
O 1.5646 -3.2593 -2.5484
S 0.4047 -3.7362 -3.2580
O -0.3094 -4.8869 -2.7636
C -0.7402 -2.3753 -3.4633
C -1.2822 -2.6184 -4.8644
C -0.0989 -2.9579 -5.7630
C 0.7755 -3.9693 -5.0045
H -0.1362 -1.4632 -3.4897
H -1.5058 -2.2969 -2.7010
H -1.9591 -3.4807 -4.8349
H -1.9017 -1.7824 -5.1882
H 0.4936 -2.0767 -6.0088
H -0.4670 -3.3509 -6.7105
H 1.8395 -3.7792 -5.1122
H 0.4775 -4.9772 -5.2789
O -3.7376 -3.3723 -2.6754
S -3.9361 -3.6133 -1.2714
O -2.8311 -3.7533 -0.3501
C -4.9966 -2.2912 -0.6566
C -6.3916 -2.8833 -0.6258
C -6.2112 -4.3343 -0.1626
C -5.0908 -4.9599 -0.9762
H -4.8462 -1.4198 -1.2865
H -4.6864 -2.0635 0.3620
H -7.0485 -2.3559 0.0616
H -6.8157 -2.8809 -1.6328
H -7.1359 -4.9008 -0.2719
H -5.9330 -4.3636 0.8942
H -5.3940 -5.3563 -1.9454
H -4.5064 -5.7382 -0.4904
O 4.3207 7.5204 -0.7902
S 3.2859 6.5435 -1.0064
O 2.2118 6.8731 -1.9119
C 4.0699 4.9853 -1.4065
C 4.1109 4.1690 -0.1168
C 3.5361 4.9846 1.0578
C 2.5463 5.9986 0.5282
H 5.0359 5.2682 -1.8144
H 3.4243 4.5359 -2.1562
H 3.5606 3.2370 -0.2369
H 5.1371 3.9248 0.1521
H 4.3416 5.5222 1.5653
H 3.0869 4.3395 1.8118
H 2.3444 6.8626 1.1505
H 1.6613 5.4432 0.2092
O -1.0141 2.4177 5.8463
S -1.2551 3.7336 5.3131
O -1.9031 4.7321 6.1204
C 0.2827 4.4215 4.6920
C 0.0028 4.8147 3.2417
C -0.9429 3.7424 2.6937
C -2.0422 3.5481 3.7079
H 1.0866 3.6911 4.7498
H 0.4984 5.2970 5.3008
H -0.4984 5.7828 3.1952
H 0.9282 4.8481 2.6722
H -0.3971 2.7973 2.5947
H -1.3226 3.9915 1.7022
H -2.4397 2.5322 3.7061
H -2.9358 4.1665 3.6463
O -4.5741 2.9309 2.0510
S -5.7747 3.2867 1.3439
O -6.9048 3.8343 2.0291
C -5.3488 4.3959 -0.0022
C -5.9529 3.7889 -1.2436
C -5.8158 2.2695 -1.0962
C -6.2875 1.9075 0.3003
H -4.2645 4.5042 -0.0712
H -5.7210 5.3808 0.2813
H -7.0212 4.0208 -1.2940
H -5.5084 4.1930 -2.1514
H -4.7830 1.9441 -1.2335
H -6.3901 1.8037 -1.8989
H -5.7077 1.0620 0.6713
H -7.3565 1.7544 0.4118
O -1.0786 -7.7428 1.4533
S 0.1228 -7.0638 1.8619
O 1.4017 -7.6405 1.5411
C -0.0100 -5.3445 1.3420
C 0.4371 -4.5161 2.5385
C -0.1662 -5.2128 3.7573
C 0.1083 -6.7048 3.6398
H -1.0745 -5.1972 1.1593
H 0.5703 -5.1798 0.4361
H 1.5270 -4.4747 2.6013
H 0.0394 -3.5026 2.5310
H -1.2417 -5.0113 3.7971
H 0.1956 -4.8383 4.7188
H -0.5842 -7.3712 4.1415
H 1.1447 -6.9194 3.9045
O 3.4959 -1.6214 2.9929
S 2.8086 -0.4391 3.4331
O 2.8723 0.7711 2.6530
C 1.1173 -0.8522 3.8297
C 0.8163 -0.1538 5.1574
C 2.0829 -0.3408 5.9880
C 3.2684 0.0168 5.1120
H 1.1911 -1.9191 4.0815
H 0.4509 -0.7626 2.9751
H 0.5737 0.8872 4.9280
H -0.0843 -0.5384 5.6301
H 2.1109 -1.3841 6.3191
H 2.0680 0.2448 6.9073
H 4.2230 -0.4495 5.3485
H 3.4303 1.0933 5.0708
O 6.2545 -4.4783 -1.2206
S 5.2299 -3.6982 -0.5747
O 4.9513 -2.3572 -1.0251
C 3.7341 -4.6619 -0.4771
C 3.8345 -5.4661 0.7986
C 4.5160 -4.5572 1.8527
C 5.5617 -3.6740 1.2040
H 3.5685 -5.2753 -1.3590
H 2.9342 -3.9224 -0.4739
H 2.8195 -5.6732 1.1270
H 4.3613 -6.4060 0.6576
H 4.9297 -5.2095 2.6238
H 3.7398 -3.9659 2.3333
H 6.5998 -3.9605 1.3392
H 5.4283 -2.6280 1.4776
O 2.2469 -0.5209 -5.6103
S 2.1541 0.2968 -4.4270
O 0.8423 0.7102 -3.9667
C 3.0171 -0.5086 -3.0829
C 4.1724 0.4070 -2.6679
C 3.8802 1.8272 -3.1815
C 3.2644 1.6891 -4.5644
H 3.4000 -1.4283 -3.5172
H 2.2927 -0.7819 -2.3279
H 4.2433 0.3660 -1.5814
H 5.1116 0.0247 -3.0646
H 4.7742 2.4444 -3.2275
H 3.1303 2.2412 -2.5032
H 4.0175 1.2907 -5.2513
H 2.7497 2.5459 -4.9903
O 0.4468 4.0309 -4.7036
S 0.2157 4.0060 -3.2894
O 1.2899 3.7029 -2.3856
C -0.5913 5.5343 -2.7764
C -1.8610 5.0827 -2.0624
C -2.3847 3.8713 -2.8588
C -1.1974 2.9373 -2.9758
H -0.8641 6.1117 -3.6573
H 0.0752 6.0891 -2.1226
H -1.6507 4.7547 -1.0372
H -2.6539 5.8290 -1.9964
H -2.6217 4.2182 -3.8704
H -3.2427 3.4026 -2.3860
H -1.2529 2.1835 -3.7558
H -1.0072 2.4357 -2.0243



47
Properties=species:S:1:pos:R:3 method="wB97M-V/def2-TZVPD" total_charge=+1 e_lumo_ha="-0.1530 / -0.1592" homo_lumo_gap_ev="6.4131 / 6.5754" spin_multiplicity=2 relative_energy_ev=1.2319
Ru 0.1307 0.1817 -0.0993
N 0.4612 -1.9886 -0.7246
C 1.1875 -2.0948 -2.0071
C 0.2718 -1.7111 -3.1533
C -0.1685 -0.2605 -3.1255
N -1.1025 0.0005 -2.0014
H 1.0088 -2.3974 0.0262
H -0.4024 -2.5220 -0.7736
H 1.5666 -3.1055 -2.1738
H 2.0493 -1.4269 -1.9691
H -0.6119 -2.3601 -3.1518
H 0.7970 -1.8966 -4.0905
H -0.6371 -0.0132 -4.0801
H 0.6981 0.3894 -3.0059
H -1.8339 -0.7049 -1.9818
H -1.5620 0.8942 -2.1411
S -0.5850 1.9477 1.4497
C -1.1738 0.6983 2.4815
S -1.1384 -0.8364 1.6949
C -1.5999 0.8946 3.7512
C -1.5260 2.2028 4.3306
N -1.4339 3.2628 4.7660
C -2.1045 -0.1929 4.5342
N -2.5038 -1.0678 5.1640
S 6.2678 4.0317 -2.5611
N 6.1609 2.6928 -1.6756
C 4.8732 2.4734 -1.4665
C 4.3153 1.3869 -0.6803
C 5.0872 0.4331 -0.0159
C 4.4517 -0.5385 0.7252
C 3.0611 -0.5422 0.7775
N 2.3183 0.3573 0.1423
C 2.9274 1.3171 -0.5777
C 2.0727 2.2888 -1.2258
N 0.7537 2.1071 -1.0775
C -0.0850 3.0136 -1.5594
C 0.3526 4.1402 -2.2513
C 1.7046 4.3122 -2.4557
C 2.5914 3.3706 -1.9330
C 4.0349 3.4486 -2.0665
N 4.7059 4.3864 -2.7143
H 6.1658 0.4801 -0.0920
H 5.0098 -1.2861 1.2708
H 2.5294 -1.2812 1.3638
H -1.1382 2.8469 -1.3660
H -0.3672 4.8626 -2.6088
H 2.0940 5.1635 -2.9987



13
Properties=species:S:1:pos:R:3 method="wB97M-V/def2-TZVPD" total_charge=0 e_lumo_ha=0.0373 homo_lumo_gap_ev=9.7099 smiles="C=C=CCC" relative_energy_ev=2.0837
C 2.2786 -0.4294 -0.5141
C 1.3580 -0.2090 0.3697
C 0.2699 -0.1367 1.0658
C -0.8564 0.6743 0.4784
C -1.5378 -0.0069 -0.6996
H 2.2885 -1.5275 -0.4219
H 3.0896 0.2538 -0.7577
H 0.2050 -0.6117 2.0352
H -0.4361 1.6338 0.1489
H -1.5573 0.9011 1.2854
H -0.8156 -0.1885 -1.5057
H -1.9433 -0.9764 -0.3943
H -2.3432 0.6230 -1.0901



| no. | DFT total energy (hartree) |
| --- | --- |
| 1 | -3542.3244 |
| 2 | -881.8536 |
| 3 | -613.5824 |
| 4 | -7495.5255 |
| 5 | -2460.9646 |
| 6 | -195.2155 |